This record from the Open Molecules 2025 dataset describes a 11-piece molecular cluster, C44H121N11O11 overall in a non-equilibrium geometry. The level of theory is ωB97M-V with the def2-TZVPD basis set.

```
187
C44H121N11O11 (ωB97M-V with the def2-TZVPD basis set)
C -4.955 -5.477 -2.329
O -4.341 -5.306 -1.078
C -5.042 -4.317 -0.321
C -4.109 -3.801 0.747
C -4.754 -2.945 1.816
N -2.996 -3.067 0.159
H -5.991 -5.843 -2.328
H -4.418 -6.268 -2.857
H -4.957 -4.559 -2.927
H -5.338 -3.488 -0.970
H -5.906 -4.762 0.188
H -3.652 -4.634 1.296
H -5.478 -3.531 2.383
H -5.284 -2.140 1.289
H -4.011 -2.474 2.454
H -3.345 -2.259 -0.346
H -2.404 -3.611 -0.451
C 1.736 1.564 -0.796
O 0.650 0.811 -0.289
C -0.284 1.350 0.622
C -1.350 0.272 0.791
C -2.556 0.619 1.641
N -0.700 -0.923 1.344
H 1.255 2.519 -1.058
H 2.018 1.193 -1.778
H 2.569 1.864 -0.165
H 0.078 1.681 1.599
H -0.721 2.213 0.102
H -1.790 0.028 -0.184
H -3.152 -0.270 1.840
H -3.156 1.356 1.094
H -2.440 1.145 2.594
H -0.076 -1.236 0.602
H -1.279 -1.720 1.574
C 3.821 7.272 4.022
O 3.891 5.884 3.741
C 2.764 5.145 4.102
C 2.950 3.664 3.679
C 2.834 3.617 2.172
N 1.827 2.952 4.326
H 3.165 7.740 3.284
H 4.820 7.695 3.959
H 3.468 7.388 5.052
H 2.751 5.090 5.202
H 1.798 5.457 3.697
H 3.936 3.287 3.967
H 3.743 3.995 1.709
H 1.862 4.033 1.899
H 2.756 2.582 1.813
H 2.191 2.760 5.258
H 1.717 2.026 3.921
C -3.891 -0.056 -2.816
O -3.869 1.348 -3.087
C -3.161 1.600 -4.282
C -1.653 1.300 -4.194
C -1.088 1.914 -2.910
N -0.942 1.932 -5.323
H -4.176 -0.638 -3.693
H -4.575 -0.208 -1.982
H -2.905 -0.350 -2.444
H -3.587 1.082 -5.150
H -3.223 2.675 -4.475
H -1.526 0.221 -4.298
H -0.013 1.987 -3.090
H -1.190 1.275 -2.038
H -1.529 2.909 -2.862
H -1.237 1.493 -6.197
H -1.337 2.862 -5.487
C -1.519 -3.715 7.858
O -0.931 -3.501 6.592
C -0.525 -4.716 5.991
C 0.176 -4.456 4.643
C -0.659 -3.573 3.746
N 0.409 -5.741 3.949
H -1.882 -2.763 8.247
H -0.823 -4.218 8.531
H -2.467 -4.266 7.787
H 0.214 -5.218 6.629
H -1.410 -5.347 5.846
H 1.165 -4.072 4.893
H -0.132 -3.417 2.800
H -0.809 -2.568 4.149
H -1.660 -3.916 3.472
H -0.455 -6.285 3.981
H 0.987 -6.302 4.580
C 2.588 2.983 -9.748
O 2.326 1.861 -8.943
C 2.935 1.983 -7.658
C 2.509 0.910 -6.631
C 1.375 -0.028 -6.997
N 2.270 1.462 -5.305
H 2.255 2.855 -10.778
H 3.646 3.261 -9.744
H 1.966 3.800 -9.356
H 4.019 2.020 -7.790
H 2.681 2.982 -7.285
H 3.376 0.239 -6.694
H 0.519 0.605 -7.271
H 1.028 -0.761 -6.273
H 1.505 -0.518 -7.969
H 1.311 1.807 -5.253
H 2.395 0.754 -4.594
C 4.783 -2.200 1.620
O 3.958 -2.725 0.596
C 2.946 -3.583 1.059
C 1.766 -3.667 0.056
C 2.139 -4.549 -1.150
N 1.419 -2.357 -0.497
H 4.264 -1.551 2.324
H 5.586 -1.699 1.079
H 5.313 -3.023 2.112
H 3.235 -4.612 1.295
H 2.509 -3.084 1.935
H 0.949 -4.081 0.647
H 2.360 -5.578 -0.856
H 3.100 -4.200 -1.546
H 1.463 -4.530 -2.002
H 2.160 -1.981 -1.081
H 1.430 -1.670 0.252
C 7.914 -3.369 -4.074
O 7.235 -2.144 -3.858
C 6.571 -2.106 -2.625
C 5.863 -0.695 -2.531
C 4.902 -0.645 -1.340
N 5.108 -0.456 -3.772
H 7.198 -4.195 -4.139
H 8.511 -3.662 -3.201
H 8.555 -3.259 -4.940
H 5.738 -2.812 -2.566
H 7.242 -2.116 -1.761
H 6.619 0.087 -2.424
H 4.121 -1.392 -1.482
H 4.433 0.338 -1.354
H 5.503 -0.842 -0.451
H 5.818 -0.737 -4.456
H 4.386 -1.142 -3.983
C -3.267 -0.829 5.296
O -4.163 -1.491 6.113
C -4.468 -2.814 5.718
C -5.529 -3.448 6.567
C -5.863 -4.885 6.191
N -6.763 -2.637 6.527
H -2.195 -0.998 5.478
H -3.421 0.242 5.169
H -3.267 -1.183 4.248
H -4.772 -2.805 4.665
H -3.521 -3.355 5.854
H -5.148 -3.434 7.599
H -6.459 -5.364 6.966
H -4.955 -5.474 6.039
H -6.436 -4.939 5.264
H -6.563 -1.707 6.894
H -7.370 -2.979 7.272
C 3.902 4.391 -1.425
O 4.810 4.520 -2.492
C 4.943 3.302 -3.196
C 5.818 3.326 -4.449
C 5.818 4.586 -5.292
N 5.536 2.161 -5.309
H 4.244 3.591 -0.759
H 2.911 4.152 -1.826
H 3.806 5.290 -0.818
H 5.268 2.410 -2.640
H 3.923 3.015 -3.500
H 6.816 3.165 -4.027
H 4.842 4.769 -5.749
H 6.542 4.438 -6.096
H 6.090 5.528 -4.813
H 5.511 1.466 -4.553
H 4.646 2.096 -5.784
C -5.642 2.673 0.021
O -6.579 3.414 0.807
C -5.941 4.189 1.799
C -6.937 5.113 2.486
C -6.364 5.640 3.817
N -8.123 4.347 2.950
H -6.275 2.399 -0.827
H -5.350 1.724 0.471
H -4.875 3.343 -0.365
H -5.448 3.505 2.504
H -5.147 4.815 1.364
H -7.248 5.964 1.884
H -7.080 6.294 4.317
H -5.482 6.293 3.759
H -6.059 4.859 4.515
H -8.608 4.076 2.090
H -7.804 3.429 3.256
```

The total energy is -3178.65191 Ha. The calculation puts the energy above the lowest of the compared OMol25 structures with the same formula, charge and spin at 3.710 eV. The largest force on an atom comes out at 3.0 eV/A. As for the SMILES: COC[C@H](C)N.COC[C@H](C)N.COC[C@H](C)N.COC[C@H](C)N.COC[C@H](C)N.COC[C@H](C)N.COC[C@H](C)N.COC[C@H](C)N.COC[C@H](C)N.COC[C@H](C)N.COC[C@H](C)N.